1.
Molecular formula: C16H36GdN4O4S2
Method: DFT, ωB97M-V/def2-TZVPD

As for the multiplicity: 8. The value obtained for the lowest unoccupied orbital energy (alpha / beta) is -0.322 / -0.439 Eh. Its calculated total energy is -73807.17923 eV. For the molecular weight, the calculation gives 569.9 g/mol. The net charge is +3.

Structure (XYZ):
```
63
Properties=species:S:1:pos:R:3:forces:R:3:mulliken_charge:R:1
Gd -0.7407 0.0110 -0.6430 0.2 -0.1 -1.0 0.665
C 1.1429 -2.8531 0.0933 -0.1 -0.2 0.3 -0.790
O 1.1995 -1.5477 -0.5060 0.1 -0.1 -0.1 0.162
C 1.9191 -1.5389 -1.7472 -0.2 0.1 -0.5 -0.727
C 1.0154 -2.0267 -2.8905 0.3 0.0 0.3 -0.696
O -0.2839 -1.4764 -2.6335 0.0 -0.2 -0.1 0.053
C -1.3384 -2.2050 -3.2783 -0.5 0.1 0.2 -0.651
C -2.6485 -1.5828 -2.7922 0.4 0.0 -0.5 -0.566
O -2.6413 -1.4268 -1.3588 0.0 0.0 -0.1 -0.081
C -3.1042 -2.6092 -0.6741 -0.1 -0.3 0.4 -0.882
H 2.1505 -3.2422 0.2523 0.0 0.1 0.0 0.303
H 0.5847 -3.5667 -0.5158 0.0 0.1 -0.1 0.267
H 0.6455 -2.7458 1.0558 0.1 0.0 0.0 0.241
H 2.8138 -2.1655 -1.6738 -0.1 0.2 0.0 0.568
H 2.2248 -0.4969 -1.9166 0.0 -0.2 0.1 0.121
H 0.9555 -3.1206 -2.9084 -0.1 0.1 0.0 0.471
H 1.3873 -1.6850 -3.8622 0.0 0.0 0.1 0.394
H -1.2772 -3.2658 -3.0036 0.1 0.1 0.0 0.520
H -1.2611 -2.1186 -4.3673 0.0 0.0 0.1 0.339
H -3.4994 -2.1943 -3.1118 0.1 0.2 0.1 0.605
H -2.7512 -0.5767 -3.2183 -0.1 -0.2 0.1 -0.025
H -4.0755 -2.9174 -1.0671 0.1 0.1 0.0 0.345
H -3.2191 -2.3569 0.3810 0.0 0.0 -0.1 0.305
H -2.3986 -3.4399 -0.7727 0.0 0.1 -0.1 0.328
C -1.8655 3.2416 0.0510 0.5 -0.1 0.2 -0.666
C -0.4682 3.0920 0.6580 -0.5 0.0 -0.1 -0.696
N 0.4191 2.2174 -0.1549 0.4 0.3 0.4 0.109
C 1.0714 2.9189 -1.2843 0.0 0.0 -0.3 -0.837
C 0.1923 3.1201 -2.5203 -0.1 -0.2 -0.1 -0.669
S -0.8789 1.6885 -2.9708 -0.2 0.6 -0.1 0.060
C -2.5754 2.3810 -2.7661 0.1 -0.2 0.0 -0.938
C -3.3137 1.9834 -1.4804 -0.1 -0.1 -0.2 -0.645
N -2.4271 1.9094 -0.2959 -0.4 0.0 0.3 0.013
H -1.8200 3.8599 -0.8432 -0.1 -0.1 0.0 0.224
H -2.5022 3.7703 0.7658 0.0 -0.1 -0.1 0.429
H -0.5636 2.6300 1.6470 0.1 0.1 -0.1 0.284
H -0.0324 4.0909 0.7805 0.0 -0.2 0.1 0.481
H 1.1833 1.9768 0.4842 -0.1 -0.1 -0.1 0.056
H 1.9558 2.3415 -1.5709 -0.1 0.0 0.1 0.420
H 1.4181 3.9127 -0.9714 0.0 -0.2 0.0 0.390
H 0.8340 3.2922 -3.3858 0.0 0.0 0.1 0.559
H -0.4498 3.9919 -2.4265 -0.1 0.0 0.0 0.413
H -3.1468 2.0326 -3.6276 0.0 0.1 0.0 0.502
H -2.4774 3.4601 -2.8738 0.0 0.0 0.0 0.534
H -3.7860 1.0006 -1.5981 0.1 0.2 0.0 0.237
H -4.1128 2.7217 -1.3291 0.0 -0.2 0.0 0.476
H -3.0192 1.6228 0.4915 0.1 0.1 -0.2 0.354
O -1.1714 -1.4187 2.5432 0.0 1.0 -1.4 -0.264
C -0.8036 -0.6687 1.7403 -0.3 -1.6 2.6 0.336
C 4.6418 -0.7407 4.0319 0.5 -0.2 0.4 -1.083
N 3.4554 -0.5760 3.2065 -0.1 0.0 -0.2 -0.208
C 2.1913 -0.3812 3.5439 -0.3 0.0 -0.3 0.778
S 1.1859 0.2153 2.2339 0.2 0.7 -0.4 -0.428
N 1.6319 -0.5576 4.7202 -0.2 0.2 -0.1 -0.157
C 2.2073 -1.1249 5.9257 0.3 -0.2 0.5 -1.038
H 5.4744 -0.2553 3.5249 -0.1 0.0 0.0 0.339
H 4.8912 -1.7956 4.1557 0.0 0.1 0.0 0.370
H 4.5145 -0.2760 5.0058 0.0 0.0 -0.1 0.417
H 3.6460 -0.4818 2.2166 -0.2 0.0 0.2 0.201
H 0.6794 -0.2238 4.8132 0.2 0.0 -0.2 0.258
H 3.0067 -1.8139 5.6781 0.0 -0.1 0.0 0.425
H 1.4307 -1.6718 6.4547 0.0 0.0 0.0 0.332
H 2.5825 -0.3395 6.5826 0.0 0.0 0.0 0.365
```
Positions in Å, forces in eV/Å.


2.
Molecular formula: C16H36InN5O8
Method: DFT, ωB97M-V/def2-TZVPD

As for the multiplicity: 2. The value obtained for the lowest unoccupied orbital energy (alpha / beta) is -0.441 / -0.492 Eh. Its calculated total energy is -46148.46772 eV. For the molecular weight, the calculation gives 541.3 g/mol. The net charge is +3.

Structure (XYZ):
```
66
Properties=species:S:1:pos:R:3:forces:R:3:mulliken_charge:R:1
In -1.2875 1.7670 -2.5653 0.4 0.5 -0.1 0.998
O 0.1044 -0.4536 1.4756 -0.3 1.5 -2.2 -0.327
C -0.1188 0.2599 0.3867 -0.5 -1.9 -1.2 0.944
O 0.0239 -0.1679 -0.7643 0.1 0.5 0.0 -0.543
O -0.6260 1.4391 0.4496 0.3 -0.2 -0.1 -0.356
H 0.0291 0.3862 1.9346 0.6 0.3 4.4 0.245
C -5.1042 -0.2794 -0.4235 -1.8 0.8 0.8 -1.277
C -3.8727 -1.0585 -0.7490 -2.1 -2.2 3.5 0.839
O -3.0407 -0.5064 -1.4387 2.4 1.6 -2.4 -0.086
N -3.5896 -2.2082 -0.1695 -1.5 -0.1 0.6 -0.113
C -2.3893 -2.9524 -0.2475 1.5 0.3 -0.7 -0.676
H -5.5566 -0.4778 0.5481 0.6 -1.0 0.4 0.414
H -5.9686 -0.4537 -1.0643 0.5 0.0 -0.7 0.359
H -4.9765 0.7915 -0.2658 0.6 0.1 -0.9 0.337
H -4.1763 -2.7856 0.4157 -1.6 1.2 -0.2 0.286
H -2.3066 -3.3390 -1.2633 0.5 -0.3 0.2 0.282
H -2.4378 -3.7249 0.5200 0.2 -0.1 -0.4 0.411
H -1.5984 -2.2435 -0.0027 0.6 -0.4 -0.3 0.069
C 1.2152 6.6098 -1.8690 0.2 -0.1 -0.2 -1.127
C 0.4224 5.5952 -1.0350 0.2 -0.8 -2.0 0.615
O 0.0616 4.4869 -1.5276 0.3 1.1 0.8 -0.633
N 0.2387 5.9285 0.2312 -1.3 -0.5 1.3 -0.104
C -0.4302 5.1036 1.2471 0.8 -0.3 1.0 -0.742
H 0.9914 6.5979 -2.9357 -0.4 -0.3 0.2 0.317
H 2.2708 6.3414 -1.8277 0.1 -0.2 0.2 0.293
H 1.1816 7.6553 -1.5628 -0.3 -0.1 0.4 0.356
H 0.4122 6.8627 0.5737 0.3 0.0 -0.5 0.259
H -0.6635 4.0631 1.0216 0.1 0.4 -0.9 0.059
H -1.3062 5.5521 1.7156 -0.1 0.3 -0.5 0.354
H 0.2857 5.0016 2.0627 0.1 0.1 0.2 0.361
C 5.7578 -2.2383 -1.7151 2.0 -0.2 -0.5 -1.270
C 4.4887 -2.7075 -2.3406 -2.2 3.2 4.4 1.019
O 4.5268 -3.0627 -3.4942 0.5 -1.6 -3.2 -0.140
N 3.2998 -2.4184 -1.7780 1.6 -0.1 0.6 0.050
C 3.1147 -1.8241 -0.4009 0.0 -1.2 0.1 -0.721
H 5.7953 -1.1540 -1.6107 -0.6 0.1 -0.2 0.396
H 6.5509 -2.4771 -2.4238 0.2 0.0 0.0 0.372
H 6.0968 -2.6686 -0.7728 -0.7 -0.4 0.1 0.410
H 2.4887 -2.6725 -2.3237 -0.4 0.1 0.1 0.174
H 2.7959 -2.6346 0.2546 -0.3 -0.1 -0.1 0.349
H 2.3509 -1.0472 -0.3662 0.3 0.0 -0.5 -0.019
H 4.0247 -1.5003 0.1041 0.2 0.3 -0.8 0.420
C 0.9513 0.1306 5.8774 -0.2 0.5 0.4 -1.086
C 0.1774 0.8947 4.7889 2.3 -1.5 0.9 0.750
O 0.6958 1.1490 3.6925 -0.6 0.1 -0.1 -0.762
N -1.0627 1.2128 5.1226 -1.4 1.3 -1.9 -0.178
C -1.8576 2.0428 4.1977 -0.7 0.4 0.3 -0.621
H 1.6153 -0.6565 5.5200 -0.7 -0.3 -0.3 0.285
H 0.2529 -0.1544 6.6642 0.0 -0.7 -0.2 0.349
H 1.6518 0.7108 6.4781 0.0 0.9 -0.5 0.298
H -1.6213 0.8332 5.8735 0.8 -0.1 0.2 0.266
H -1.8868 3.0774 4.5397 -0.4 -0.1 0.5 0.333
H -2.8511 1.5976 4.1440 -0.1 0.4 0.1 0.352
H -1.5411 2.2270 3.1710 0.8 -1.0 0.1 -0.004
C -0.8989 -3.4281 -4.4123 0.2 1.4 1.0 -1.103
C -0.4455 -2.3739 -3.3483 -0.3 -0.8 0.0 0.469
O -0.8272 -1.2290 -3.3965 -0.7 1.7 -0.7 -0.446
N 0.2916 -2.7301 -2.2467 -0.2 -0.9 -0.9 0.171
C 0.2412 -4.1063 -1.8629 0.7 -2.1 0.6 -1.418
H -0.1293 -4.1591 -4.6602 -0.3 0.0 0.1 0.376
H -1.2556 -2.8696 -5.2777 0.4 0.0 -0.1 0.372
H -1.8143 -3.8643 -4.0126 0.2 -0.5 0.1 0.302
H 0.5704 -1.9919 -1.6163 -0.6 0.0 0.1 0.122
H 0.9857 -4.6995 -2.3937 0.2 -0.1 0.1 0.463
H -0.6781 -4.6639 -2.0418 -0.4 0.6 -0.5 0.451
H 0.3578 -4.3348 -0.8035 0.5 0.7 0.2 0.402
```
Positions in Å, forces in eV/Å.


3.
Molecular formula: C16H36N4O6S
Method: DFT, ωB97M-V/def2-TZVPD

The value obtained for the lowest unoccupied orbital energy is 0.005 Eh. Its calculated total energy is -46252.15008 eV. For the molecular weight, the calculation gives 412.6 g/mol.

Structure (XYZ):
```
63
Properties=species:S:1:pos:R:3:forces:R:3:mulliken_charge:R:1
N 5.5521 0.7098 -2.5346 0.6 1.4 1.3 -0.634
C 4.9823 0.0036 -1.3241 -0.2 -0.6 -0.4 -0.378
C 4.2816 -1.3955 -1.8616 0.1 0.2 2.1 0.177
C 2.7688 -1.4349 -1.2314 -1.0 -1.2 -0.1 -0.651
C 1.5666 -1.2783 -2.3840 2.9 -1.2 -0.8 -0.123
C 1.8767 -0.1157 -3.4956 -0.9 0.3 -0.9 -0.454
C 1.6480 1.4237 -2.9915 -0.7 0.8 -0.7 -0.559
C 1.2527 1.5966 -1.4109 1.0 0.3 -0.8 -0.504
S -0.1022 0.3007 -1.0734 -7.2 2.6 1.6 0.964
O -1.3734 0.8519 -1.8304 5.1 -2.2 1.7 -0.666
O -0.4859 0.2694 0.4260 2.8 -0.8 -4.7 -0.562
O 0.2312 -1.2182 -1.7684 1.3 2.7 0.6 -0.339
H 4.8396 1.3280 -2.9994 0.8 -1.0 0.8 0.178
H 6.2797 1.3840 -2.1637 -1.1 -0.9 -0.8 0.256
H 4.2420 0.7130 -0.7513 1.2 -1.6 -0.9 0.096
H 5.8317 -0.2906 -0.5535 -1.6 0.8 -1.8 0.350
H 4.3438 -1.5496 -3.0199 -0.2 0.5 2.4 -0.222
H 4.9072 -2.2793 -1.3607 -1.6 1.9 -1.3 0.340
H 2.6016 -2.5101 -0.7481 0.2 2.4 -1.0 0.270
H 2.5851 -0.6589 -0.3530 0.6 -1.5 -1.9 0.319
H 1.6023 -2.3146 -2.9764 -0.4 2.3 1.3 0.344
H 2.9465 -0.1769 -3.9888 -2.2 -0.3 1.4 0.177
H 1.1092 -0.2995 -4.3906 1.6 0.4 2.0 0.382
H 0.7300 1.8680 -3.6122 2.0 -1.0 1.5 0.343
H 2.5682 2.1218 -3.2838 -1.9 -1.6 0.9 0.278
H 2.1565 1.4923 -0.6633 -2.0 -0.1 -1.5 0.166
H 0.7429 2.6584 -1.2664 0.7 -2.6 -0.1 0.433
C -2.3503 1.0654 2.4538 0.2 0.5 0.0 -0.862
N -3.3510 1.6443 3.3184 -0.8 -0.3 0.5 -0.093
C -4.4748 1.0517 3.8135 0.1 0.8 0.3 0.710
C -4.7381 -0.3800 3.4345 -0.2 -0.2 0.0 -1.181
O -5.2344 1.6855 4.5440 0.3 -0.3 -0.3 -0.605
H -1.3869 1.1157 2.9674 0.1 -0.2 -0.3 0.267
H -2.3043 1.6623 1.5395 0.2 -0.3 0.0 0.301
H -2.5704 0.0285 2.1983 0.0 0.3 0.1 0.289
H -3.2368 2.6071 3.6135 0.0 -0.3 -0.1 0.230
H -5.6669 -0.7196 3.9012 0.2 0.2 0.0 0.250
H -4.8450 -0.4645 2.3499 0.2 -0.1 0.1 0.351
H -3.9213 -1.0149 3.7876 -0.1 0.0 -0.2 0.347
C 8.5779 -3.3070 -4.8803 0.3 -0.1 0.4 -0.840
N 7.4940 -3.5711 -3.9641 -0.7 0.0 0.0 -0.164
C 6.1550 -3.4583 -4.1954 -0.2 -0.3 0.8 0.859
C 5.7146 -3.0058 -5.5607 -0.2 0.1 -0.1 -1.395
O 5.3515 -3.7228 -3.3029 0.4 0.0 -0.6 -0.663
H 9.1607 -4.2249 -4.9914 0.1 0.2 -0.2 0.287
H 9.2092 -2.5283 -4.4448 0.1 0.0 -0.3 0.282
H 8.2254 -2.9814 -5.8594 0.0 -0.1 0.2 0.323
H 7.7186 -3.8800 -3.0254 -0.1 0.1 -0.3 0.236
H 4.6227 -2.9620 -5.5996 0.3 -0.1 0.1 0.279
H 6.1084 -2.0070 -5.7670 0.0 -0.1 -0.1 0.354
H 6.0595 -3.7152 -6.3174 0.0 0.2 0.0 0.463
C -7.6221 2.4636 6.0785 0.3 -0.3 0.4 -0.775
N -8.7060 2.1994 6.9947 -1.0 0.1 0.0 -0.108
C -10.0450 2.3123 6.7634 0.0 -0.3 1.0 0.738
C -10.4854 2.7648 5.3982 -0.2 0.1 -0.2 -1.167
O -10.8485 2.0478 7.6559 0.2 0.1 -0.5 -0.669
H -7.0393 1.5457 5.9674 0.1 0.4 -0.3 0.291
H -6.9908 3.2423 6.5140 0.2 0.0 -0.3 0.247
H -7.9746 2.7892 5.0994 0.0 -0.1 0.2 0.276
H -8.4814 1.8906 7.9335 -0.1 0.1 -0.3 0.219
H -11.5773 2.8086 5.3592 0.3 -0.1 0.2 0.280
H -10.0916 3.7635 5.1918 0.0 -0.1 -0.2 0.324
H -10.1405 2.0553 4.6415 0.1 0.2 0.0 0.337
```
Positions in Å, forces in eV/Å.


- Which formula does entry 3 have?
  C16H36N4O6S